Computed, not measured: 2 unconnected molecules or ions with the total composition C5H12NO in a non-equilibrium geometry, with ωB97M-V with the def2-TZVPD basis set.

```
19
C5H12NO | the OMol25 dataset | ωB97M-V with the def2-TZVPD basis set
C 0.5856 -0.6469 -0.9300
H -1.0159 0.8608 -0.4397
O -3.7005 -0.3287 0.2085
C 2.8366 0.4246 -0.5443
N 1.2591 0.4009 1.2041
H 2.0574 0.7575 1.7013
H 0.5305 -1.6073 -0.4229
H -3.5759 0.6236 0.3036
H 3.1547 0.1967 -1.5358
H -4.6392 -0.5101 0.2715
H -0.8454 0.4761 -2.0827
H 3.5196 0.8503 0.1792
H -1.5371 -0.7518 -0.9554
H 0.1568 0.2109 2.9393
H -0.6781 -0.4733 1.3882
C 1.5644 0.1902 -0.1498
H 1.0178 -0.7697 -1.9176
C 0.1118 0.0686 1.8763
C -0.8018 0.0275 -1.0939
```

The energy above the lowest of the compared OMol25 structures with the same formula, charge and spin comes out at 0.391 eV. The spin multiplicity is 2. The calculation puts the total energy at -8914.7959 eV. The HOMO-LUMO gap (alpha / beta) is 6.775 / 9.273 eV. The LUMO energy (alpha / beta) comes out at 0.814 / 0.772 eV. As for the maximum force: 1.69 eV/Å. As for the highest occupied orbital energy (alpha / beta): -5.96 / -8.50 eV.

Computed, not measured: 4 unconnected molecules or ions with the total composition C4H13N2O3 in a non-equilibrium geometry, with ωB97M-V with the def2-TZVPD basis set.

```
22
C4H13N2O3 | the OMol25 dataset | ωB97M-V with the def2-TZVPD basis set
C 0.1838 -0.0198 0.9789
C 1.4632 -0.1664 0.5544
H -1.5669 -1.0790 0.3183
H -0.0129 -2.5370 -1.0781
H 3.6732 0.2814 -1.8572
N -0.5395 -1.0243 0.3775
N 1.4743 -1.2379 -0.3144
H -3.9673 -1.2000 0.3705
C -0.3553 1.0346 1.8927
H -3.4187 -2.3530 -0.5119
O -3.2652 -1.8719 0.3130
H -2.1382 4.1414 -0.7563
H 4.7358 -0.7974 -1.8318
O 3.8536 -0.5976 -1.4973
H 0.1440 1.9546 1.6093
H -1.7536 3.1760 -1.8776
H 2.3416 0.4302 0.7197
H 2.3295 -1.6276 -0.7138
H -1.4199 1.1868 1.7063
O -1.7315 3.2807 -0.9156
H -0.2849 0.7560 2.9338
C 0.2550 -1.7296 -0.4203
```

The energy above the lowest of the compared OMol25 structures with the same formula, charge and spin comes out at 0.000 eV. The calculation puts the total energy at -13476.4232 eV. The HOMO-LUMO gap is 10.817 eV. The LUMO energy comes out at -2.548 eV. As for the maximum force: 1.24 eV/Å. As for the highest occupied orbital energy: -13.36 eV. Its total charge is +1.

Computed, not measured: 3 unconnected molecules or ions with the total composition C3H8N2O2 in a non-equilibrium geometry, with ωB97M-V with the def2-TZVPD basis set.

```
15
C3H8N2O2 | the OMol25 dataset | ωB97M-V with the def2-TZVPD basis set
H -0.7027 0.8500 0.9879
H 0.4405 -1.5850 1.8393
H -1.8366 -1.7886 -2.2077
C 2.3436 -0.4331 0.9796
H -1.7398 -2.6103 -0.9664
N 0.3181 0.5350 0.8516
H 1.2587 2.4528 0.2134
O -2.2653 1.1122 -0.8528
N 2.4816 0.8561 0.4089
H -1.7879 0.6313 -1.6092
H 3.0921 -1.0406 1.3546
H -2.2950 2.0012 -1.2911
C 0.9243 -0.6732 1.2152
O -1.5524 -1.7124 -1.3830
C 1.3209 1.4046 0.4597
```

The energy above the lowest of the compared OMol25 structures with the same formula, charge and spin comes out at 2.499 eV. The calculation puts the total energy at -10314.4529 eV. The HOMO-LUMO gap is 8.770 eV. The LUMO energy comes out at 0.485 eV. As for the maximum force: 6.76 eV/Å. As for the highest occupied orbital energy: -8.29 eV. As for the structure (SMILES): c1c[nH]cn1.O.O.